# 1
ORCA calculation (the ωB97M-V functional and the def2-TZVPD basis) on a cluster of 2 separate species, C17H28NO3 in total at a distorted geometry.

Last column: Löwdin charge in e.
Atoms and positions in Å:
C -1.48399 -0.70796 5.36832  -0.0906
C -1.33936 -0.72828 3.77549  -0.2042
C -0.29467 0.13234 3.02370  -0.0181
C -0.12519 0.08588 1.48900  -0.0399
C -1.05948 -0.88021 0.67797  -0.1901
C -0.98166 -1.05612 -0.90354  -0.1405
C 0.33570 -1.81921 -1.42931  -0.2563
C 0.00962 -2.79915 -2.67153  -0.1374
C -0.09345 -4.36297 -2.29829  -0.1441
C 0.71624 -4.81100 -0.99093  -0.1460
N 0.55243 -3.86454 0.17131  0.0492
C 1.18164 -2.55060 -0.28203  -0.0996
C -2.14808 -1.72002 1.43483  -0.0477
C -2.30401 -1.65850 2.97387  -0.0201
H -1.32429 -1.79482 5.72488  0.0896
H -0.65312 -0.08681 5.83857  0.0796
H -2.52725 -0.37768 5.69693  0.0904
H 0.40095 0.82428 3.61004  0.1053
H 0.63538 0.70859 0.88982  0.1072
H -1.05608 -0.03037 -1.42879  0.1325
H -1.91513 -1.63882 -1.23612  0.1119
H 1.03113 -0.99787 -1.85291  0.1559
H -1.01140 -2.48759 -3.08958  0.1212
H 0.78471 -2.67292 -3.49729  0.1224
H -1.15605 -4.76362 -2.19586  0.1196
H 0.37723 -4.94544 -3.17897  0.1331
H 0.29166 -5.82562 -0.63139  0.1468
H 1.83070 -5.01174 -1.20034  0.1495
H -0.42589 -3.75036 0.48764  0.1692
H 1.14180 -4.18348 0.96116  0.1871
H 2.17836 -2.86765 -0.77621  0.1504
H 1.47112 -1.88728 0.59753  0.1329
H -2.82634 -2.38121 0.79916  0.0913
H -3.10839 -2.31067 3.44259  0.1029
C 1.87385 5.99399 -3.10755  -0.0658
C 2.20887 6.06972 -1.63019  -0.2121
O 1.03522 5.86998 -0.83134  0.0382
C 0.65709 4.59449 -0.66730  -0.5851
O 1.21732 3.62090 -1.11673  0.1047
O -0.46762 4.58323 0.06714  0.0105
C -1.01829 3.28270 0.25352  -0.0472
H 1.06148 6.68266 -3.35295  0.0841
H 2.74623 6.24272 -3.71501  0.0821
H 1.53612 4.99214 -3.38366  0.0736
H 2.58477 7.06726 -1.39256  0.1255
H 2.99228 5.35712 -1.35749  0.1233
H -0.27399 2.59077 0.64823  0.0531
H -1.42681 2.91245 -0.69000  0.0995
H -1.83135 3.36132 0.97617  0.1019

Values from the calculation:
Orbital gap: 8.5 eV
Net charge: +1
Total energy: -25705.2691 eV
Energy above the lowest of the compared OMol25 structures with the same formula, charge and spin: 118.4 kcal per mole
2S+1: 1

***

# 2
ORCA calculation (the ωB97M-V functional and the def2-TZVPD basis) on a cluster of 7 separate species, C23H51N3O10S in total at a distorted geometry.

Last column: Löwdin charge in e.
Atoms and positions in Å:
C -0.92308 -0.34515 1.86653  -0.2457
S 0.01387 0.26215 0.35415  0.8261
O -0.29757 -0.54005 -0.92677  -0.5874
C -0.84099 1.86471 0.03429  -0.2625
H -0.67834 0.32686 2.68909  0.0438
H -0.62173 -1.37268 2.07019  0.0451
H -2.00056 -0.29086 1.71098  0.0437
H -1.88075 1.54452 0.10120  0.0345
H -0.82650 2.22935 -0.99281  0.0528
H -0.65305 2.70158 0.70691  0.0495
C -1.08805 3.64768 11.65447  -0.4003
O -0.15111 3.95546 12.32273  0.0462
N -1.17255 3.63298 10.30952  -0.1785
C -2.14279 2.70865 9.74289  -0.0723
C -0.05098 4.24543 9.49071  -0.0138
H -2.01194 3.22454 12.07823  0.1279
H -2.94598 3.33154 9.34919  0.0812
H -2.62267 2.05551 10.47173  0.0807
H -1.75256 2.13382 8.90302  0.0868
H 0.80394 3.59752 9.29726  0.0811
H -0.41331 4.44975 8.48320  0.0763
H 0.26767 5.15184 10.00548  0.0850
C 4.00298 -4.87911 -5.46382  -0.3015
O 4.48268 -3.84380 -6.02683  -0.0411
N 3.85292 -6.10491 -6.02424  -0.1942
C 3.47853 -7.30201 -5.23205  -0.0543
C 3.98788 -6.26788 -7.47287  -0.0463
H 3.79146 -5.00567 -4.39077  0.1279
H 2.43794 -7.50781 -4.98116  0.0805
H 3.93652 -7.21115 -4.24711  0.0795
H 3.75971 -8.23049 -5.72900  0.0852
H 3.10473 -6.85105 -7.73375  0.0880
H 3.88519 -5.33658 -8.02988  0.0827
H 4.98090 -6.65422 -7.70252  0.0937
C -2.07789 -4.33402 -7.41093  -0.2937
O -2.80507 -5.16289 -6.86327  -0.0077
N -1.75976 -4.38163 -8.80056  -0.1911
C -0.80275 -3.44536 -9.46667  -0.0593
C -2.58213 -5.18308 -9.75563  -0.0514
H -1.46860 -3.60088 -6.86004  0.1259
H -1.34843 -2.79151 -10.14699  0.0799
H -0.27290 -4.17160 -10.08305  0.0751
H -0.13730 -2.86483 -8.82772  0.0846
H -3.61332 -4.86632 -9.91183  0.0868
H -1.99455 -5.09151 -10.66911  0.0689
H -2.62850 -6.25021 -9.53841  0.0820
O -0.23508 -7.88736 3.47356  0.0667
C -0.48674 -8.51878 2.42961  -0.4634
O -1.66493 -8.61382 1.70489  -0.0501
C -2.72536 -7.72784 1.97213  -0.2264
C -3.91320 -8.00074 1.01476  -0.0660
C 0.55369 -9.37925 1.76626  0.0045
H -2.39165 -6.69360 1.88792  0.1290
H -3.02466 -8.12055 2.94387  0.1247
H -3.56345 -7.89567 -0.01224  0.0776
H -4.83853 -7.54290 1.36439  0.0757
H -4.32778 -9.00775 1.06110  0.0679
H 1.32641 -8.73372 1.34879  0.0879
H 0.15172 -9.92191 0.91067  0.0823
H 1.07840 -9.99599 2.49592  0.0896
O 4.22399 6.73696 -3.96743  0.0880
C 4.04478 5.88830 -4.81708  -0.5151
O 4.23697 4.53093 -4.62134  -0.0444
C 4.58002 3.87839 -3.38314  -0.2320
C 6.09225 3.77011 -3.24768  -0.0668
C 3.70028 6.23357 -6.21262  0.0157
H 4.22317 2.84846 -3.37820  0.1161
H 4.07769 4.33259 -2.52905  0.1176
H 6.27893 3.08637 -4.07578  0.0848
H 6.33490 3.35014 -2.27153  0.0758
H 6.54899 4.75399 -3.14066  0.0797
H 3.68361 5.22381 -6.62273  0.0855
H 4.48980 6.90313 -6.55385  0.1000
H 2.69530 6.64885 -6.28805  0.0953
O -2.20265 7.72918 5.05288  0.0727
C -3.22871 8.17091 5.55737  -0.4447
O -3.35516 9.18769 6.49225  -0.0200
C -2.22520 9.70952 7.02149  -0.3103
C -2.49120 11.04755 7.64595  -0.0522
C -4.53325 7.61075 4.91013  0.0168
H -1.46217 9.74957 6.24412  0.1218
H -1.88637 8.89276 7.65883  0.1326
H -3.08437 10.95272 8.55548  0.0809
H -2.92393 11.75517 6.93876  0.0837
H -1.50220 11.44742 7.86979  0.0793
H -5.28669 7.44138 5.67938  0.0717
H -4.32693 6.60142 4.55406  0.0807
H -4.86190 8.38160 4.21308  0.0868

Values from the calculation:
Orbital gap: 9.2 eV
Net charge: 0
Total energy: -60454.1569 eV
2S+1: 1

***

Q: What is the formula in the first record?
A: C17H28NO3

***

Q: Which of these has the lowest net charge?
A: C23H51N3O10S